C33H61ClNO5 | ωB97M-V with the def2-TZVPD basis set

Each line ends with the Mulliken charge.
Cartesian coordinates (Å):
1 C 4.85 1.86 -0.18  -1.12
2 C 5.32 0.80 -1.25  0.65
3 C 6.80 0.99 -1.76  -0.86
4 C 7.88 1.06 -0.59  -0.48
5 C 8.79 -0.25 -0.48  -0.94
6 C 8.44 -1.15 0.78  -0.82
7 C 6.95 -1.66 0.63  -0.05
8 C 6.66 -2.99 1.45  -0.93
9 C 5.22 -3.55 1.05  -0.26
10 C 4.21 -3.60 2.30  -0.74
11 C 2.89 -2.76 2.06  0.10
12 C 1.55 -3.63 2.04  -0.90
13 C 0.88 -3.72 0.59  -0.69
14 N -0.37 -2.85 0.50  0.28
15 C -1.60 -3.70 0.40  -1.77
16 C -2.92 -2.89 0.09  1.49
17 Cl -4.00 -3.93 -0.97  -0.16
18 C -3.74 -2.69 1.46  -1.46
19 C -4.30 -1.22 1.60  0.73
20 C -5.35 -0.68 0.75  -0.28
21 C -5.83 0.70 0.87  -0.84
22 C -5.19 1.54 1.90  0.85
23 C -5.65 3.04 2.01  -0.94
24 C -4.16 1.00 2.79  -0.82
25 C -3.71 -0.39 2.65  -0.59
26 O -2.72 -1.59 -0.43  -0.30
27 C -1.60 -1.47 -1.32  -0.25
28 C -1.88 -2.06 -2.77  -1.22
29 O -1.50 -3.43 -2.89  -0.22
30 C -2.31 -4.05 -3.91  -0.81
31 C -0.23 -2.00 -0.73  -0.02
32 C 0.62 -0.71 -0.27  -1.24
33 C 1.37 -0.16 -1.54  -0.45
34 O 2.46 -0.97 -1.97  -0.52
35 H 5.39 1.75 0.79  0.30
36 H 4.87 2.92 -0.57  0.32
37 H 3.76 1.64 0.05  0.25
38 H 4.62 0.89 -2.13  0.39
39 H 5.11 -0.21 -0.81  -0.67
40 H 6.80 1.92 -2.38  0.38
41 H 7.03 0.15 -2.47  0.37
42 H 7.43 1.32 0.40  0.30
43 H 8.56 1.91 -0.87  0.37
44 H 9.85 0.12 -0.43  0.31
45 H 8.71 -0.83 -1.44  0.42
46 H 9.13 -2.04 0.73  0.35
47 H 8.62 -0.56 1.71  0.32
48 H 6.77 -1.79 -0.47  0.31
49 H 6.24 -0.84 0.96  0.10
50 H 7.41 -3.73 1.06  0.36
51 H 6.80 -2.85 2.55  0.32
52 H 4.84 -2.88 0.23  -0.01
53 H 5.29 -4.58 0.61  0.44
54 H 4.03 -4.67 2.59  0.36
55 H 4.76 -3.09 3.13  0.31
56 H 3.03 -2.20 1.08  -0.48
57 H 2.76 -1.96 2.84  0.43
58 H 1.87 -4.68 2.32  0.42
59 H 0.81 -3.33 2.82  0.42
60 H 1.67 -3.40 -0.13  0.55
61 H 0.64 -4.79 0.37  0.45
62 H -0.36 -2.29 1.37  0.66
63 H -1.44 -4.49 -0.37  0.49
64 H -1.70 -4.21 1.40  0.45
65 H -4.66 -3.34 1.42  0.44
66 H -3.13 -2.96 2.36  0.41
67 H -5.84 -1.30 -0.04  0.34
68 H -6.61 1.13 0.20  0.34
69 H -6.39 3.32 1.22  0.17
70 H -5.97 3.33 3.04  0.36
71 H -4.73 3.65 1.78  0.25
72 H -3.66 1.61 3.58  0.32
73 H -2.93 -0.82 3.31  0.27
74 H -1.46 -0.37 -1.49  0.54
75 H -1.39 -1.38 -3.53  0.45
76 H -3.00 -1.92 -2.93  0.50
77 H -2.14 -5.15 -3.81  0.26
78 H -2.09 -3.66 -4.94  0.29
79 H -3.41 -3.87 -3.73  0.33
80 H 0.35 -2.46 -1.56  0.56
81 H -0.12 0.05 0.10  0.47
82 H 1.29 -0.99 0.59  0.36
83 H 1.67 0.92 -1.41  0.29
84 H 0.61 -0.17 -2.38  0.32
85 H 2.78 -1.43 -1.18  0.31
86 C -5.49 5.54 -1.21  -0.72
87 O -6.72 5.39 -0.53  -0.36
88 C -6.82 6.23 0.61  -0.26
89 C -7.73 7.42 0.35  -0.75
90 O -7.13 8.32 -0.57  -0.37
91 C -7.70 8.23 -1.87  -0.68
92 H -5.54 4.97 -2.14  0.25
93 H -5.29 6.59 -1.46  0.34
94 H -4.66 5.15 -0.60  0.27
95 H -5.83 6.56 0.95  0.36
96 H -7.26 5.63 1.42  0.32
97 H -7.87 7.96 1.28  0.38
98 H -8.71 7.09 -0.01  0.37
99 H -8.73 8.61 -1.86  0.33
100 H -7.68 7.21 -2.24  0.29
101 H -7.11 8.86 -2.54  0.24

Summary:
Molecular weight in g/mol: 587.3
E_tot in eV: -59449.010
LUMO in Ha: -0.0901
Charge: +1
HOMO-LUMO gap in eV: 8.206
E_HOMO in eV: -10.66
Energy relative to the best compared isomer or geometry (same formula, charge and spin) in kcal per mole: 0.00

C33H61FNO13S6 | ωB97M-V with the def2-TZVPD basis set

Each line ends with the Mulliken charge.
Cartesian coordinates (Å):
1 C 1.13 -1.96 -1.43  -1.46
2 C -0.02 -1.01 -1.17  0.71
3 O -0.57 -0.41 -2.09  -0.45
4 N -0.56 -0.91 0.29  1.05
5 H -1.40 -1.59 0.23  0.60
6 H 0.12 -1.11 0.97  0.19
7 C -1.24 0.42 0.50  -0.15
8 H 1.09 -3.04 -0.99  0.23
9 H 2.00 -1.52 -1.24  0.43
10 H 1.06 -2.14 -2.53  0.41
11 H -1.57 0.37 1.56  -0.20
12 H -2.08 0.56 -0.27  0.40
13 H -0.50 1.27 0.56  0.09
14 F -1.86 -1.03 4.62  -0.36
15 C -1.60 0.30 4.75  0.01
16 C -0.51 0.88 3.97  -0.19
17 C -0.32 2.32 4.12  -0.42
18 C -1.26 3.07 4.80  -0.33
19 C -2.26 2.54 5.61  -0.95
20 C -2.46 1.07 5.43  -0.07
21 H 0.16 0.40 3.32  1.15
22 H 0.41 3.05 3.56  0.08
23 H -1.17 4.25 4.70  0.22
24 H -2.88 3.03 6.21  0.58
25 H -3.37 0.56 5.86  0.38
26 C 2.88 -2.40 4.75  -0.57
27 C 4.17 -2.55 3.90  -0.73
28 C 3.91 -2.47 2.46  -0.13
29 S 2.20 -2.78 2.30  1.13
30 O 2.06 -4.03 1.56  -0.94
31 O 1.49 -1.57 1.87  -1.01
32 C 1.71 -3.20 3.90  -0.69
33 H 2.56 -1.29 4.67  0.14
34 H 3.01 -2.65 5.76  0.54
35 H 4.50 -3.63 4.16  0.34
36 H 5.01 -2.07 4.45  0.38
37 H 4.66 -2.89 1.94  0.73
38 H 3.99 -1.49 2.04  -0.51
39 H 1.87 -4.33 4.07  0.31
40 H 0.68 -2.88 4.19  0.28
41 C 4.64 0.63 -6.18  -0.50
42 C 4.85 1.53 -5.08  -0.48
43 C 3.53 1.62 -4.57  -0.19
44 S 2.94 -0.01 -4.45  1.53
45 O 1.61 -0.15 -4.71  -0.78
46 O 3.44 -0.54 -3.17  -0.71
47 C 3.87 -0.62 -5.78  -1.09
48 H 5.59 0.33 -6.60  0.41
49 H 3.99 1.31 -6.95  0.20
50 H 5.21 2.61 -5.37  0.29
51 H 5.49 1.27 -4.19  0.26
52 H 3.06 2.29 -5.19  0.33
53 H 3.46 1.94 -3.44  -0.14
54 H 3.26 -1.07 -6.39  0.56
55 H 4.60 -1.41 -5.38  0.32
56 C 5.41 2.17 0.20  -1.18
57 C 5.50 1.16 1.36  -0.19
58 C 4.57 1.52 2.37  -0.68
59 S 3.06 2.08 1.65  1.00
60 O 2.59 3.28 2.28  -0.83
61 O 2.24 0.94 1.40  -0.01
62 C 3.84 2.43 0.05  -0.38
63 H 5.67 2.05 -0.81  0.53
64 H 5.72 3.09 0.62  0.38
65 H 6.57 0.83 1.57  0.41
66 H 5.10 0.20 0.83  0.02
67 H 5.03 2.22 3.03  0.48
68 H 4.38 0.68 3.02  0.12
69 H 3.69 3.39 -0.29  0.73
70 H 3.63 1.78 -0.76  -0.18
71 C -4.84 -3.56 -2.82  -0.77
72 C -5.56 -4.17 -1.52  -0.27
73 C -4.60 -4.33 -0.54  -1.69
74 S -3.01 -3.52 -1.06  1.06
75 O -2.13 -4.38 -1.70  -0.74
76 O -2.61 -2.67 0.01  -0.83
77 C -3.73 -2.59 -2.29  -0.35
78 H -5.61 -2.91 -3.42  0.36
79 H -4.59 -4.46 -3.55  0.27
80 H -6.08 -5.12 -1.65  0.34
81 H -6.22 -3.37 -1.05  0.12
82 H -4.33 -5.26 -0.62  0.76
83 H -4.86 -4.23 0.38  0.77
84 H -2.92 -2.46 -3.05  0.46
85 H -4.01 -1.63 -1.63  0.23
86 C -5.26 -1.17 3.46  -1.21
87 C -5.22 -1.70 2.11  0.67
88 C -6.04 -1.03 1.23  -0.56
89 S -5.61 0.66 1.60  1.04
90 O -6.71 1.47 1.51  -0.75
91 O -4.36 1.03 0.91  -0.53
92 C -5.06 0.43 3.31  -0.80
93 H -4.66 -1.57 4.19  0.64
94 H -6.11 -1.30 4.05  0.47
95 H -5.70 -2.79 2.14  0.16
96 H -4.17 -1.66 1.72  -0.31
97 H -7.12 -1.25 1.34  0.39
98 H -5.65 -1.08 0.21  0.06
99 H -5.73 0.88 3.88  0.60
100 H -4.17 0.57 3.29  0.06
101 C -0.44 3.75 -4.86  -0.74
102 C -0.79 4.89 -3.82  -0.77
103 C 0.11 4.77 -2.79  -0.63
104 S -0.04 3.09 -2.40  0.96
105 O -1.14 2.96 -1.49  -0.71
106 O 1.20 2.38 -1.95  -0.53
107 C -0.39 2.42 -3.98  0.32
108 H 0.58 3.88 -5.26  0.22
109 H -1.00 3.78 -5.78  0.41
110 H -2.04 4.61 -3.57  0.18
111 H -1.01 5.78 -4.15  0.69
112 H -0.14 5.27 -1.85  0.44
113 H 1.16 5.22 -2.93  0.25
114 H -1.42 2.00 -4.02  0.40
115 H 0.50 1.72 -4.11  -0.57

Summary:
Molecular weight in g/mol: 891.2
E_tot in eV: -131026.141
LUMO in Ha: -0.0521
Charge: +1
HOMO-LUMO gap in eV: 9.527
E_HOMO in eV: -10.95
Energy relative to the best compared isomer or geometry (same formula, charge and spin) in kcal per mole: 10.55